Molecular formula: C8H16N2
Method: DFT, the ωB97M-V functional and the def2-TZVPD basis

Each line ends with the natural charge from an NBO analysis.
Element x y z (Å)
N1 2.062031 0.997533 0.894371  -0.53
N2 1.885801 -1.027490 1.859218  -0.42
C1 2.784204 -0.176277 1.268980  0.31
C2 0.684707 -0.328732 1.969336  0.30
C3 -0.442160 -0.957117 2.554073  -0.50
C4 -0.943825 -0.882715 -1.731301  -0.62
C5 -1.875682 -0.369733 1.994538  -0.57
C6 0.780457 0.983635 1.424985  0.12
C7 -0.905289 0.442207 -2.434486  -0.39
C8 0.358503 0.840863 -3.236547  -0.60
H1 3.724575 -0.699249 0.908356  0.29
H2 -0.492868 -0.778340 3.692811  0.30
H3 -0.369144 -2.010075 2.528902  0.28
H4 0.073596 -1.534992 -1.830723  0.20
H5 0.037065 1.823799 1.408340  0.29
H6 2.464581 1.912574 0.511978  0.47
H7 -1.006562 1.258649 -1.628956  0.17
H8 -1.512264 0.043581 1.029385  0.19
H9 -2.110884 0.413455 2.653025  0.21
H10 -2.697391 -1.029021 1.846221  0.25
H11 -0.095121 1.750502 -3.568999  0.23
H12 -1.771031 0.644559 -3.050789  0.22
H13 0.724186 0.165745 -4.015464  0.22
H14 -1.635031 -1.724523 -1.887471  0.25
H15 -0.863105 -0.640751 -0.650094  0.17
H16 1.140640 0.881912 -2.509701  0.18

Atoms 1-2, force components in eV/Å:
N 0.16 2.66 0.29
N 0.41 2.66 -0.59

## Properties
Lowest unoccupied orbital energy (spin up / spin down) (eV): -4.2 / -7.9
Net charge: +1
Spin multiplicity: 2
Strongest force on any atom (eV/A): 4.6
Calculated total energy (eV): -11525.215

---

Molecular formula: C8H16N2O
Method: DFT, the ωB97M-V functional and the def2-TZVPD basis

Each line ends with the natural charge from an NBO analysis.
Element x y z (Å)
O1 -2.130330 0.719696 0.155621  -0.33
N1 -0.779379 0.234036 0.064998  -0.19
N2 -4.395494 0.368817 -0.154507  -0.66
C1 3.745827 -0.086139 -0.846353  -0.66
C2 0.364142 2.250251 1.353325  -0.74
C3 -2.923172 -1.483482 -0.489849  -0.77
C4 1.578237 0.145730 0.469661  -0.22
C5 1.539139 -1.323835 0.068414  -0.66
C6 0.193896 0.940340 0.615960  0.35
C7 -3.158415 -0.129010 -0.170441  0.75
C8 2.249637 0.000795 -0.770983  0.10
H1 -3.383383 -2.145181 0.203396  0.30
H2 4.194348 -0.576344 0.075210  0.25
H3 3.921574 -0.868437 -1.649060  0.26
H4 1.701215 0.366144 -1.597955  0.27
H5 -4.483776 1.235365 0.265176  0.44
H6 2.291063 0.293400 1.291155  0.29
H7 -1.818821 -1.641101 -0.535298  0.27
H8 -3.342163 -1.745696 -1.538865  0.31
H9 -0.605362 2.543185 1.860120  0.28
H10 1.506316 -1.659020 -0.982541  0.38
H11 4.328296 0.739266 -0.978823  0.29
H12 0.501291 -1.483213 0.189452  0.34
H13 1.084358 2.224125 2.206413  0.28
H14 0.728546 3.148987 0.799880  0.30
H15 2.188399 -1.936644 0.739705  0.32
H16 -5.095998 -0.132034 -0.643806  0.45

Atoms 1-2, force components in eV/Å:
O -1.36 0.30 0.14
N 1.38 0.64 1.29

## Properties
Lowest unoccupied orbital energy (eV): -7.4
Net charge: +2
Strongest force on any atom (eV/A): 5.8
Calculated total energy (eV): -13562.118

---

Molecular formula: C8H16N2O2
Method: DFT, the ωB97M-V functional and the def2-TZVPD basis

Each line ends with the natural charge from an NBO analysis.
Element x y z (Å)
O1 0.025524 -2.840389 1.006199  -0.41
O2 -0.841741 -1.140155 -2.319813  -0.53
N1 -0.780099 -1.910725 1.110000  0.27
N2 -0.356217 -0.749397 0.439255  -0.27
C1 0.770885 -0.671141 -0.532165  -0.18
C2 -2.325654 2.344219 1.130645  -0.61
C3 -1.099398 1.332265 1.359018  -0.22
C4 2.075147 -1.086427 0.110305  -0.62
C5 -1.332877 0.255440 0.359281  -0.23
C6 1.319100 -2.126289 -2.652050  -0.72
C7 0.234822 2.085162 1.273735  -0.61
C8 0.314465 -1.226194 -1.922927  0.60
H1 2.317819 -1.676610 -2.820234  0.23
H2 0.819482 -2.435308 -3.616201  0.24
H3 1.091946 1.455799 1.224108  0.20
H4 -1.218659 0.699119 -0.657326  0.21
H5 -2.406114 2.667555 0.024891  0.20
H6 0.238675 2.632969 0.407164  0.20
H7 -2.153430 3.308983 1.686153  0.21
H8 2.213521 -0.855057 1.102510  0.23
H9 -1.169203 0.844456 2.317721  0.20
H10 1.449470 -2.964391 -2.079915  0.24
H11 -2.354695 -0.227719 0.357491  0.23
H12 0.347647 2.709638 2.140551  0.22
H13 -3.278464 1.956336 1.406258  0.21
H14 2.125892 -2.142740 0.123657  0.23
H15 2.978950 -0.646348 -0.412333  0.21
H16 0.993207 0.406948 -0.565977  0.25

Atoms 1-2, force components in eV/Å:
O -1.59 1.23 0.20
O 1.84 0.36 0.84

## Properties
SMILES: CC(=O)[C@H](C)N(CC(C)C)N=O
Lowest unoccupied orbital energy (eV): 0.6
Net charge: 0
Strongest force on any atom (eV/A): 3.7
Calculated total energy (eV): -15627.359

---

Molecular formula: C8H16N2O3Se2Te2V
Method: DFT, the ωB97M-V functional and the def2-TZVPD basis

Each line ends with the natural charge from an NBO analysis.
Element x y z (Å)
Te1 -3.975646 3.841670 1.430144  0.00
Te2 -5.145455 1.602512 2.462091  0.00
Se1 -3.253169 0.010702 1.863643  -0.53
Se2 -2.767888 2.669936 -0.452344  -0.43
V1 -1.559118 1.065588 0.697287  0.70
O1 -0.635005 0.364932 -1.136219  -0.65
O2 0.139648 1.537507 1.326562  -0.66
O3 -0.383238 -1.022877 1.093429  -0.50
N1 -1.066502 -1.392868 -2.473243  -0.39
N2 2.359029 1.302765 1.620088  -0.38
C1 -1.196921 -2.813812 -2.730806  -0.41
C2 0.979120 -0.702655 1.325345  -0.16
C3 -0.787345 -0.853451 -1.284392  0.67
C4 -0.679708 -1.770593 -0.071259  -0.17
C5 -1.367693 -0.525491 -3.606626  -0.42
C6 2.513337 2.745656 1.778475  -0.42
C7 3.464017 0.481053 2.088494  -0.41
C8 1.131887 0.803765 1.429386  0.66
H1 -1.337116 0.509170 -3.282637  0.26
H2 -0.849091 -3.410769 -1.892728  0.21
H3 4.388275 1.025598 1.914396  0.22
H4 -2.238572 -3.070834 -2.934047  0.21
H5 -0.640934 -0.681635 -4.405576  0.20
H6 -0.602649 -3.070075 -3.608942  0.21
H7 2.601135 3.013331 2.833882  0.21
H8 1.647736 3.248093 1.360142  0.25
H9 3.381611 0.271810 3.158705  0.21
H10 3.409157 3.068412 1.249880  0.21
H11 1.621530 -1.079894 0.525389  0.21
H12 -1.651534 -2.231795 0.114399  0.26
H13 3.516480 -0.461370 1.546082  0.21
H14 -2.366699 -0.753485 -3.980362  0.21
H15 1.281168 -1.169140 2.267268  0.22
H16 0.070156 -2.551754 -0.225906  0.20

Atoms 1-2, force components in eV/Å:
Te -0.29 -0.09 0.36
Te -0.10 0.39 -0.27

## Properties
Lowest unoccupied orbital energy (spin up / spin down) (eV): -0.2 / -0.2
Net charge: 0
Spin multiplicity: 2
Strongest force on any atom (eV/A): 2.4
Calculated total energy (eV): -188644.967

---

Molecular formula: C8H16N2O4
Method: DFT, the ωB97M-V functional and the def2-TZVPD basis

Each line ends with the natural charge from an NBO analysis.
Element x y z (Å)
O1 0.572382 1.816207 3.221584  -0.66
O2 1.122003 2.812598 1.214569  -0.60
O3 -1.595657 -1.801069 -2.483686  -0.73
O4 -1.908932 -0.917387 0.154190  -0.66
N1 -0.914081 1.105246 -2.525558  -0.85
N2 -0.354186 0.818753 0.011261  -0.62
C1 2.459733 -0.548818 2.280219  -0.61
C2 1.306827 -1.538255 0.295928  -0.62
C3 -2.572928 -0.766647 -2.473955  -0.07
C4 -1.430887 0.072108 -0.391547  0.68
C5 -1.988968 0.479602 -1.746141  -0.17
C6 0.375008 0.556523 1.244475  -0.16
C7 0.712675 1.890853 1.905022  0.80
C8 1.663681 -0.235138 0.969077  -0.21
H1 1.798832 -1.109487 2.963523  0.21
H2 0.771116 -1.378618 -0.655949  0.21
H3 -0.038481 1.487046 -0.688619  0.45
H4 -1.462515 -1.981662 -1.548838  0.48
H5 -2.782970 -0.602529 -3.544201  0.18
H6 -0.230031 -0.051369 1.926685  0.24
H7 -0.296925 0.381098 -2.831409  0.37
H8 0.948210 2.621406 3.600235  0.50
H9 2.377331 0.386623 0.389247  0.21
H10 0.666945 -2.240410 0.840128  0.22
H11 3.388313 -1.133517 2.018722  0.22
H12 -3.476821 -1.070633 -1.948012  0.18
H13 2.190663 -2.152089 0.062648  0.22
H14 2.806616 0.373038 2.743805  0.21
H15 -1.278028 1.535123 -3.368435  0.37
H16 -2.828923 1.191408 -1.634967  0.22

Atoms 1-2, force components in eV/Å:
O 0.27 0.62 0.22
O -0.46 -0.61 1.83

## Properties
SMILES: CC(C)[C@H](NC(=O)[C@@H](N)CO)C(=O)O
Lowest unoccupied orbital energy (eV): 0.6
Net charge: 0
Strongest force on any atom (eV/A): 2.5
Calculated total energy (eV): -19726.650

---

Molecular formula: C8H16N3
Method: DFT, the ωB97M-V functional and the def2-TZVPD basis

Each line ends with the natural charge from an NBO analysis.
Element x y z (Å)
N1 -1.235752 1.267377 1.028915  -0.80
N2 -0.849014 -1.723570 -0.720903  -0.43
N3 0.505555 -0.028542 1.976784  -0.80
C1 -0.228203 2.050078 -1.048795  -0.67
C2 -1.626278 -0.641468 -0.901257  0.22
C3 2.033956 0.239439 -0.109325  -0.63
C4 1.286056 -2.620829 0.175815  -0.68
C5 0.673778 -0.098822 0.426482  0.02
C6 0.262532 -1.592506 -0.116695  0.38
C7 -0.476157 0.800916 -0.136908  0.09
C8 -2.746209 -0.374044 -1.542244  -0.41
H1 0.673168 2.714923 -0.642224  0.23
H2 0.386535 -0.941410 2.364410  0.42
H3 -1.204559 2.566434 -1.247587  0.25
H4 1.214707 0.605844 2.278684  0.41
H5 1.549908 -2.621046 1.137596  0.22
H6 -1.193830 2.283233 1.171466  0.41
H7 0.137890 1.650097 -1.994704  0.24
H8 -0.603275 0.695467 1.933991  0.44
H9 2.257995 1.274174 0.392729  0.21
H10 2.769060 -0.415580 0.173926  0.23
H11 0.904623 -3.516768 -0.172844  0.26
H12 2.090722 -2.456281 -0.578315  0.25
H13 -3.311981 0.517118 -1.536087  0.22
H14 -2.191209 0.922936 1.056863  0.43
H15 2.099471 0.472446 -1.178807  0.26
H16 -3.179487 -1.029618 -2.190968  0.23

Atoms 1-2, force components in eV/Å:
N -0.75 0.50 1.15
N 1.01 -1.32 0.01

## Properties
Lowest unoccupied orbital energy (eV): -3.1
Net charge: +1
Strongest force on any atom (eV/A): 5.3
Calculated total energy (eV): -13016.222

---

Molecular formula: C8H16N5O2
Method: DFT, the ωB97M-V functional and the def2-TZVPD basis

Each line ends with the natural charge from an NBO analysis.
Element x y z (Å)
O1 -2.471732 0.209426 -2.835214  -0.14
O2 0.821744 2.716890 0.879029  -0.59
N1 -0.229763 -0.100665 0.692959  -0.27
N2 -1.397164 0.284867 -2.081204  -0.12
N3 0.061112 2.284016 -0.242575  -0.35
N4 1.850715 1.492866 -2.261842  -1.06
N5 -3.612633 0.680047 -2.236259  -0.09
C1 -3.500870 1.036164 -1.060665  0.01
C2 0.800465 -2.712795 1.682206  -0.40
C3 -0.885795 1.322305 0.202510  0.08
C4 0.634576 -2.319873 0.185281  -0.41
C5 0.608363 -1.417516 2.506800  -0.50
C6 -1.643690 0.852934 -0.978546  0.14
C7 0.693420 -0.836540 -0.095940  -0.27
C8 -0.265181 -0.336496 1.944132  0.28
H1 1.257161 3.468398 0.603323  0.48
H2 0.457523 -0.545494 -1.217078  0.26
H3 1.770091 -3.087679 1.925602  0.23
H4 -4.268826 1.240928 -0.418600  0.23
H5 -0.405075 -2.711422 -0.042521  0.22
H6 1.580111 -0.842372 2.678980  0.27
H7 0.725208 1.794456 -1.081503  0.41
H8 1.612395 1.809940 -3.153158  0.40
H9 1.662494 -0.490637 0.072148  0.22
H10 1.265024 -2.848907 -0.452797  0.24
H11 2.620498 2.157087 -2.005964  0.39
H12 2.090253 0.477849 -2.179427  0.40
H13 0.271028 -1.656165 3.511041  0.26
H14 0.147414 -3.610310 1.752559  0.24
H15 -1.504997 1.452136 1.009186  0.22
H16 -0.743867 0.236562 2.697538  0.23

Atoms 1-2, force components in eV/Å:
O -1.37 -0.18 -1.26
O -1.26 -3.21 0.93

## Properties
Lowest unoccupied orbital energy (eV): -3.6
Net charge: +1
Strongest force on any atom (eV/A): 7.3
Calculated total energy (eV): -20087.202

---

Molecular formula: C8H16NO2P
Method: DFT, the ωB97M-V functional and the def2-TZVPD basis

Each line ends with the natural charge from an NBO analysis.
Element x y z (Å)
P1 -2.093464 -0.713063 -0.984530  1.96
O1 -1.288705 0.518157 -1.046836  -1.13
O2 -1.204845 -2.038650 -0.647839  -1.01
N1 1.382619 -0.901815 -0.201780  -0.67
C1 3.635773 0.169851 0.543480  -0.34
C2 4.563841 0.422763 -0.590930  -0.19
C3 -3.974411 0.737078 0.175362  -0.63
C4 2.481368 -0.816130 0.381690  0.35
C5 5.224460 1.532195 -0.589290  -0.39
C6 -2.488864 -0.487960 1.694842  -0.61
C7 3.584876 -1.171891 1.222921  -0.46
C8 -3.271793 -0.565186 0.402536  -0.58
H1 -0.334969 -1.679784 -0.408275  0.53
H2 5.865218 1.714675 -1.525862  0.20
H3 -3.898270 -1.354763 0.391961  0.22
H4 4.236703 -2.036870 0.965451  0.25
H5 -2.208371 0.548342 1.797897  0.22
H6 -4.495612 0.905447 1.063991  0.22
H7 3.304765 -1.075212 2.295998  0.25
H8 -3.230350 1.407823 -0.362048  0.26
H9 1.020734 -0.047304 -0.808825  0.40
H10 -3.016529 -0.708783 2.579954  0.21
H11 -4.834392 0.495580 -0.614868  0.20
H12 -1.567391 -1.208187 1.718691  0.22
H13 5.107944 2.255792 0.180985  0.20
H14 3.426460 1.067487 1.180902  0.23
H15 -2.893201 -1.011339 -2.183522  -0.10
H16 4.727064 -0.329076 -1.320000  0.21

Atoms 1-2, force components in eV/Å:
P -0.29 -1.46 0.70
O 0.58 0.41 -0.65

## Properties
SMILES: [H]/N=C1/C[C@H]1C=C.CC(C)[P@@H](=O)O
Lowest unoccupied orbital energy (eV): 0.9
Net charge: 0
Strongest force on any atom (eV/A): 4.7
Calculated total energy (eV): -23427.165

---

Molecular formula: C8H16NO4P
Method: DFT, the ωB97M-V functional and the def2-TZVPD basis

Each line ends with the natural charge from an NBO analysis.
Element x y z (Å)
P1 -1.979582 1.060033 0.009567  2.35
O1 -1.783105 1.938175 1.237772  -1.23
O2 2.344176 -1.256482 -0.078881  -0.77
O3 -3.348674 0.331341 -0.013285  -1.23
O4 -1.706473 1.789844 -1.256501  -1.24
N1 1.990224 1.002288 0.214559  -0.51
C1 -2.041939 -1.200494 2.083847  -0.63
C2 -0.990052 -1.162700 -1.371505  -0.57
C3 1.026893 2.014866 0.298440  -0.47
C4 1.595390 -0.269339 0.058201  0.62
C5 -0.890530 -0.625133 -0.044930  -0.10
C6 3.341134 1.365537 0.274490  -0.38
C7 0.157947 -1.084144 -2.401797  -0.59
C8 -1.034445 -1.670266 1.082710  -0.50
H1 0.164227 1.745679 1.046690  0.29
H2 1.444328 2.894306 0.602104  0.16
H3 1.189087 -1.294587 -2.050737  0.23
H4 3.875045 0.560198 0.507720  0.20
H5 0.470295 2.187513 -0.527383  0.24
H6 -1.723504 -1.173979 3.082176  0.17
H7 -1.843144 -0.600945 -1.683441  0.29
H8 -1.206190 -2.259482 -1.462600  0.15
H9 -2.943066 -1.828744 2.009542  0.18
H10 3.654313 1.860971 -0.738268  0.15
H11 3.611465 2.126190 1.082347  0.16
H12 -2.427244 -0.228167 1.805681  0.29
H13 -0.026045 -1.781660 1.679530  0.21
H14 -0.074189 -1.707560 -3.264847  0.16
H15 -1.133740 -2.621827 0.727286  0.17
H16 0.287401 -0.111431 -2.908498  0.20

Atoms 1-2, force components in eV/Å:
P -2.35 -0.14 0.66
O 0.45 -0.84 0.42

## Properties
Lowest unoccupied orbital energy (spin up / spin down) (eV): 5.8 / 5.8
Net charge: -2
Strongest force on any atom (eV/A): 5.1
Calculated total energy (eV): -27521.521

---

Which formula does entry 4 have?
C8H16N2O3Se2Te2V

---

Which of these has the highest strongest force on any atom?
C8H16N5O2

---

Number 1 is which compound?
C8H16N2

---

Among the records above, which one has the highest net charge?
C8H16N2O